C6H10O2 | ωB97M-V/def2-TZVPD

Geometry as XYZ:
```
18
Properties=species:S:1:pos:R:3:forces:R:3
C -2.218713 0.552066 -0.764356 0.353 0.237 -0.164
C -1.180787 0.491725 0.332825 -0.919 -2.675 0.801
C -0.624575 -0.739541 0.699758 -1.637 1.796 -0.067
O -0.771671 -1.905582 0.052806 0.195 0.336 0.044
H -1.933804 -0.028948 -1.644088 -0.008 0.055 -0.104
H -3.195448 0.197091 -0.425414 0.045 -0.094 0.088
H -2.366532 1.584300 -1.082760 0.073 -0.047 -0.129
H -1.412946 1.149922 1.163935 0.864 0.282 -0.095
H -0.038354 -0.804054 1.604201 -0.006 -0.255 -0.060
H -1.409348 -1.808496 -0.667955 0.037 0.062 0.058
C 2.740491 -0.502415 0.628631 -0.580 0.137 -0.122
C 1.678151 -0.325808 -0.157542 0.261 1.252 0.342
C 0.884083 1.065010 -0.132339 4.580 -0.235 -0.691
O 1.329092 1.955020 0.605767 -1.589 -0.969 -0.277
H 3.051050 0.291083 1.296368 -0.162 -0.027 0.187
H 3.292984 -1.430904 0.663385 0.165 0.030 -0.313
H 1.476057 -1.019398 -0.967874 -0.378 -0.114 0.217
H 0.700271 1.278928 -1.205349 -1.295 0.229 0.283
```
Forces are in eV/Å.

The value obtained for the total energy is -10475.4687 eV. As for the structure (SMILES): C/C=C\O.C=CC=O. Its energy relative to the best compared isomer or geometry (same formula, charge and spin) is 85.35 kcal per mole. As for the gap between HOMO and LUMO: 9.217 eV. The value obtained for the LUMO energy is 0.5 eV.

Results of the Mulliken charge analysis, in e, for atoms 1 through 8: C -1.580; C 0.133; C -0.327; O -0.459; H 0.462; H 0.353; H 0.367; H 0.358